# 1
Entry from the Open Molecules 2025 dataset: a cluster of 2 separate species, C4H12 in total (the ωB97M-V functional and the def2-TZVPD basis).

Computed properties:
Frontier orbital gap ... 12.8 eV
LUMO level ... 1.15 eV
SMILES ... CC.CC

Last column: natural (NBO) charge in e.
Positions of all 16 atoms, in Å:
H (1.43, -1.09, -0.13)  0.20
H (1.73, 0.43, -2.74)  0.20
C (-2.43, 0.28, 1.18)  -0.61
C (1.52, 0.47, -1.67)  -0.61
H (2.23, 1.18, -1.26)  0.20
H (-2.80, -0.74, 1.11)  0.20
H (-0.94, -0.43, 2.53)  0.20
C (-0.97, 0.18, 1.62)  -0.61
H (2.96, -1.01, -1.05)  0.21
H (-0.44, 1.09, 1.90)  0.20
H (0.50, 0.83, -1.54)  0.21
H (-3.07, 0.78, 1.91)  0.20
H (1.43, -1.62, -1.80)  0.20
H (-2.62, 0.82, 0.26)  0.20
C (1.88, -0.92, -1.11)  -0.60
H (-0.42, -0.26, 0.79)  0.20

---

# 2
Entry from the Open Molecules 2025 dataset: a cluster of 2 separate species, C4H12 in total (the ωB97M-V functional and the def2-TZVPD basis).

Computed properties:
Frontier orbital gap ... 12.7 eV
LUMO level ... 1.11 eV
SMILES ... CC.CC

Last column: natural (NBO) charge in e.
Positions of all 16 atoms, in Å:
H (-0.43, 0.53, 1.34)  0.20
C (1.60, 0.89, 2.09)  -0.60
H (-1.38, 0.52, -1.04)  0.20
H (0.50, -0.93, 1.75)  0.20
H (-1.97, -1.17, -1.07)  0.21
H (2.23, 0.35, 2.80)  0.20
H (-0.42, -1.45, -3.13)  0.20
H (-0.21, 0.05, 3.00)  0.20
H (1.46, 1.90, 2.46)  0.20
H (2.12, 0.88, 1.14)  0.20
H (-0.22, -0.62, -0.76)  0.21
C (-1.15, -0.52, -1.32)  -0.61
H (-1.65, -0.19, -3.44)  0.20
H (0.03, 0.16, -3.04)  0.20
C (-0.81, -0.48, -2.81)  -0.60
C (0.30, 0.10, 2.04)  -0.60

---

# 3
Entry from the Open Molecules 2025 dataset: a cluster of 2 separate species, C4H12 in total (the ωB97M-V functional and the def2-TZVPD basis).

Computed properties:
Frontier orbital gap ... 11.9 eV
LUMO level ... 1.09 eV
SMILES ... CC.CC

Last column: natural (NBO) charge in e.
Positions of all 16 atoms, in Å:
H (2.93, 0.74, -0.12)  0.21
H (-2.06, 0.17, -2.21)  0.20
C (1.60, -0.27, 1.16)  -0.61
C (-1.21, -0.44, -0.30)  -0.60
H (2.40, -0.58, 1.89)  0.20
H (-0.43, 0.31, -0.35)  0.20
H (1.70, -1.17, 0.56)  0.20
H (-0.75, -1.48, -0.67)  0.20
H (0.66, -0.10, 1.66)  0.21
C (-2.36, -0.08, -1.16)  -0.60
H (-2.91, 0.63, -0.71)  0.20
H (1.25, 1.09, -0.38)  0.20
H (-3.03, -0.97, -1.39)  0.20
H (-1.54, -0.58, 0.74)  0.20
H (1.79, 1.87, 0.95)  0.19
C (1.96, 0.87, 0.32)  -0.59

---

# 4
Entry from the Open Molecules 2025 dataset: a cluster of 2 separate species, C4H12 in total (the ωB97M-V functional and the def2-TZVPD basis).

Computed properties:
Frontier orbital gap ... 12.5 eV
LUMO level ... 1.15 eV
SMILES ... CC.CC

Last column: natural (NBO) charge in e.
Positions of all 16 atoms, in Å:
C (-1.42, 0.61, -1.46)  -0.61
C (1.95, -0.52, 1.69)  -0.62
H (0.77, 1.08, 2.69)  0.20
H (2.91, -0.21, 1.33)  0.21
H (-2.04, 1.24, -2.11)  0.20
H (2.13, -0.80, 2.73)  0.20
H (-2.51, -1.06, -2.19)  0.20
C (1.02, 0.73, 1.68)  -0.62
H (1.50, 1.52, 1.15)  0.21
H (1.45, -1.37, 1.24)  0.21
H (-0.86, -0.96, -2.86)  0.20
H (-1.84, 0.73, -0.47)  0.20
H (-1.20, -1.58, -1.26)  0.20
C (-1.48, -0.83, -1.99)  -0.61
H (-0.40, 0.98, -1.57)  0.20
H (0.01, 0.44, 1.40)  0.21

---

# 5
Entry from the Open Molecules 2025 dataset: a cluster of 2 separate species, C4H12 in total (the ωB97M-V functional and the def2-TZVPD basis).

Computed properties:
Frontier orbital gap ... 12.1 eV
LUMO level ... 1.20 eV
SMILES ... CC.CC

Last column: natural (NBO) charge in e.
Positions of all 16 atoms, in Å:
H (-2.71, 0.81, 1.63)  0.20
C (-1.76, 0.41, 1.22)  -0.61
H (1.18, -1.34, 0.76)  0.20
C (1.72, -0.18, -1.01)  -0.62
C (1.56, -1.49, -0.27)  -0.63
H (-0.98, 0.63, 1.95)  0.20
C (-1.48, 1.14, -0.09)  -0.61
H (0.96, -2.30, -0.68)  0.21
H (2.55, 0.42, -0.64)  0.21
H (1.78, -0.31, -2.08)  0.21
H (-1.89, 2.14, -0.01)  0.20
H (0.94, 0.60, -0.89)  0.20
H (-1.96, 0.67, -0.95)  0.21
H (-1.99, -0.65, 1.21)  0.21
H (2.51, -1.90, 0.09)  0.21
H (-0.43, 1.34, -0.23)  0.20

---

# 6
Entry from the Open Molecules 2025 dataset: a cluster of 2 separate species, C4H12 in total (the ωB97M-V functional and the def2-TZVPD basis).

Computed properties:
Frontier orbital gap ... 12.5 eV
LUMO level ... 1.17 eV
SMILES ... CC.CC

Last column: natural (NBO) charge in e.
Positions of all 16 atoms, in Å:
C (-1.37, 0.70, -1.64)  -0.63
C (-1.72, -0.68, -1.09)  -0.62
H (1.06, 0.48, 2.73)  0.20
H (-2.04, 0.78, -2.51)  0.20
H (-1.03, -1.37, -1.60)  0.21
H (-1.73, -0.79, 0.01)  0.21
C (1.86, 0.04, 2.11)  -0.62
H (-1.60, 1.64, -1.12)  0.21
C (1.27, -0.08, 0.67)  -0.62
H (-0.38, 0.78, -2.08)  0.21
H (0.31, 0.35, 0.52)  0.21
H (1.93, -0.96, 2.55)  0.21
H (1.28, -1.13, 0.36)  0.20
H (2.69, 0.74, 2.14)  0.21
H (-2.77, -0.82, -1.35)  0.20
H (2.07, 0.28, -0.01)  0.20

---

# 7
Entry from the Open Molecules 2025 dataset: a cluster of 2 separate species, C4H12 in total (the ωB97M-V functional and the def2-TZVPD basis).

Computed properties:
Frontier orbital gap ... 12.6 eV
LUMO level ... 1.17 eV
SMILES ... CC.CC

Last column: natural (NBO) charge in e.
Positions of all 16 atoms, in Å:
C (-2.50, 0.04, -0.35)  -0.63
H (-1.68, 2.03, -0.45)  0.21
C (1.58, -0.44, 1.25)  -0.62
H (-2.02, -0.48, 0.48)  0.21
C (2.37, -0.63, -0.04)  -0.62
H (3.29, -0.05, -0.01)  0.21
H (2.18, 0.18, 1.92)  0.21
C (-1.48, 1.03, -0.85)  -0.62
H (1.82, -0.48, -0.96)  0.21
H (-1.46, 1.17, -1.92)  0.21
H (2.78, -1.65, -0.10)  0.20
H (-0.46, 0.76, -0.56)  0.20
H (0.67, 0.16, 1.17)  0.20
H (-3.49, 0.46, -0.09)  0.21
H (1.32, -1.43, 1.61)  0.21
H (-2.91, -0.73, -1.05)  0.21

---

# 8
Entry from the Open Molecules 2025 dataset: a cluster of 2 separate species, C4H12 in total (the ωB97M-V functional and the def2-TZVPD basis).

Computed properties:
Frontier orbital gap ... 12.4 eV
LUMO level ... 1.09 eV
SMILES ... CC.CC

Last column: natural (NBO) charge in e.
Positions of all 16 atoms, in Å:
H (0.30, 0.11, -3.41)  0.20
H (-0.66, 1.55, -3.39)  0.20
H (-1.14, 1.04, -0.85)  0.20
H (0.90, 1.62, -2.59)  0.20
C (-0.43, -0.41, 1.96)  -0.61
H (1.68, -0.29, 1.61)  0.20
H (1.12, -0.84, 3.35)  0.21
C (0.03, 0.93, -2.81)  -0.61
C (0.95, -0.86, 2.26)  -0.62
C (-0.57, 0.39, -1.37)  -0.60
H (0.37, -0.11, -0.82)  0.20
H (-1.16, -0.89, 2.72)  0.20
H (-1.24, -0.42, -1.62)  0.20
H (1.24, -1.82, 1.90)  0.21
H (-0.79, -0.86, 1.05)  0.20
H (-0.52, 0.62, 1.79)  0.21

---

# 9
Entry from the Open Molecules 2025 dataset: a cluster of 2 separate species, C4H12 in total (the ωB97M-V functional and the def2-TZVPD basis).

Computed properties:
Frontier orbital gap ... 12.7 eV
LUMO level ... 1.07 eV
SMILES ... CC.CC

Last column: natural (NBO) charge in e.
Positions of all 16 atoms, in Å:
H (1.91, 2.12, -0.20)  0.20
H (-2.24, -1.73, 0.02)  0.21
H (-1.15, -0.40, 2.46)  0.20
C (-1.63, -1.20, 2.07)  -0.61
C (1.94, 1.10, -0.63)  -0.61
H (2.87, 0.70, -0.28)  0.20
H (-0.89, -2.04, 2.10)  0.20
H (2.81, 1.17, -2.63)  0.20
H (-1.62, -0.05, 0.22)  0.20
H (-3.24, -0.40, 0.81)  0.20
H (1.12, 0.63, -0.09)  0.20
C (1.92, 0.97, -2.22)  -0.60
H (1.07, 1.52, -2.56)  0.20
H (-2.39, -1.48, 2.74)  0.20
H (1.56, -0.07, -2.30)  0.20
C (-2.20, -0.86, 0.73)  -0.61

---

# 10
Entry from the Open Molecules 2025 dataset: a cluster of 2 separate species, C4H12 in total (the ωB97M-V functional and the def2-TZVPD basis).

Computed properties:
Frontier orbital gap ... 12.5 eV
LUMO level ... 1.09 eV
SMILES ... CC.CC

Last column: natural (NBO) charge in e.
Positions of all 16 atoms, in Å:
H (3.57, -1.51, 0.16)  0.20
H (-1.77, 0.07, 0.37)  0.21
H (-2.33, 3.09, 0.21)  0.20
H (1.27, -0.93, 0.81)  0.20
C (1.34, -1.70, 0.05)  -0.61
H (-1.21, 2.29, 1.34)  0.20
C (2.76, -1.59, -0.55)  -0.60
H (0.98, -2.63, 0.49)  0.21
H (2.80, -0.67, -1.14)  0.20
H (2.95, -2.39, -1.27)  0.20
H (0.69, -1.51, -0.81)  0.20
H (-0.80, 2.38, -0.36)  0.20
H (-3.27, 0.87, 0.87)  0.20
C (-2.39, 0.94, 0.22)  -0.61
H (-2.96, 1.00, -0.73)  0.20
C (-1.63, 2.27, 0.33)  -0.60

---

# 11
Entry from the Open Molecules 2025 dataset: a cluster of 2 separate species, C4H12 in total (the ωB97M-V functional and the def2-TZVPD basis).

Computed properties:
Frontier orbital gap ... 12.8 eV
LUMO level ... 1.08 eV
SMILES ... CC.CC

Last column: natural (NBO) charge in e.
Positions of all 16 atoms, in Å:
C (-0.25, -2.36, -0.78)  -0.61
C (0.05, 1.45, 1.99)  -0.62
C (0.05, 2.52, 0.87)  -0.62
H (-0.84, 0.84, 1.92)  0.21
H (0.43, -0.62, -1.86)  0.21
H (0.41, -2.28, 0.08)  0.20
H (0.06, 1.96, 2.95)  0.21
H (-0.02, 3.54, 1.24)  0.20
H (-0.87, 2.43, 0.28)  0.20
H (1.09, -2.20, -2.52)  0.20
H (-1.17, -1.83, -0.51)  0.20
H (0.96, 0.87, 1.87)  0.21
H (-0.48, -3.43, -0.85)  0.20
H (-0.55, -1.75, -2.80)  0.20
H (0.88, 2.54, 0.17)  0.21
C (0.26, -1.67, -2.06)  -0.61

---

# 12
Entry from the Open Molecules 2025 dataset: a cluster of 2 separate species, C4H12 in total (the ωB97M-V functional and the def2-TZVPD basis).

Computed properties:
Frontier orbital gap (alpha / beta) ... 11.7 / 3.4 eV
Total charge ... +1
LUMO level (alpha / beta) ... -3.41 / -11.41 eV
Multiplicity ... 2

Last column: Löwdin spin population.
Positions of all 16 atoms, in Å:
H (-0.82, 1.19, 0.20)  0.01
H (0.96, -2.41, 0.84)  0.14
H (-1.87, -1.94, 0.03)  0.13
H (1.00, 3.14, -0.94)  0.01
H (0.01, -1.18, 1.47)  0.02
C (0.18, -1.65, 0.50)  0.24
H (0.25, 2.20, 1.43)  0.00
H (1.93, 1.71, -0.44)  0.00
H (0.62, -1.02, -0.27)  0.01
C (-0.88, -2.45, -0.16)  0.31
H (0.61, 1.51, -1.54)  0.00
H (-0.77, 2.89, 0.20)  0.01
C (0.93, 2.08, -0.67)  0.01
C (-0.15, 2.01, 0.44)  0.03
H (-0.72, -2.61, -1.22)  0.01
H (-1.29, -3.45, 0.13)  0.08

---

Calculated values (eV Å⁻¹) of largest force on an atom for the records, taken in order: 1.56 2.18 4.72 1.85 2.47 2.72 1.60 6.10 6.51 1.69 1.45 2.12.
Calculated values (kJ/mol) of energy relative to the best compared isomer or geometry (same formula, charge and spin) for the records, taken in order: 24.3 22.7 112.3 44.5 62.7 77.0 50.8 106.0 80.1 37.4 30.5 78.3.